1.
Formula: C32H22AuCl4N2O3PS
Source: OMol25
Level of theory: the ωB97M-V functional and the def2-TZVPD basis

Summary:
HOMO, eV: -6.5781
Energy above the lowest of the compared OMol25 structures with the same formula, charge and spin, kJ/mol: 30.5
Largest force on an atom, eV/Å: 0.8
Energy, a.u.: -4283.87881

The geometry in ORCA input format:
```
! RIJCOSX wB97M-V def2-TZVPD def2/J DEFGRID3
* xyz 0 1
H -1.9923 4.0954 -1.2003
O 1.0258 0.2780 2.7603
C -1.2182 5.3976 2.3080
C -2.1411 0.5059 0.5040
Au 1.0842 0.5799 0.7182
H -1.6993 4.5466 -3.6176
Cl -0.3878 -4.3102 1.1375
C 3.0998 -4.5552 -3.8356
C 2.2471 -3.5311 -1.8313
H -0.3843 3.0000 -5.0213
C -0.4852 -3.4581 3.7306
H 4.1842 -0.4159 -2.7069
H 0.7733 1.0539 -3.9699
C -3.1543 -1.2531 1.7951
C 0.5736 -0.9391 3.0691
H 1.2268 -5.0616 -2.9136
C 0.1733 1.7358 -3.3810
O 0.6740 -1.6209 0.7989
C -3.6954 -0.9964 -0.5371
C -1.5601 3.2021 1.3878
C 3.3829 -2.7317 -1.7688
N 3.4684 -1.8205 -0.6856
C -0.1428 -3.1533 2.4080
Cl -1.1755 -4.9987 4.1113
P -0.8831 1.8030 0.4802
C -2.8394 0.0924 -0.6249
H 4.4090 1.0314 -1.7801
C -0.7081 4.2583 1.7095
H -4.4763 4.4883 2.5129
H -3.5737 2.4521 1.4442
Cl 0.5013 -0.0499 5.5906
H -4.4858 -2.5422 0.7189
H 5.0304 -3.8799 -4.4823
C -0.4741 2.8206 -3.9582
C -0.7444 2.3501 -1.2393
C -2.3064 -0.1618 1.7181
C 3.8072 -0.5350 -0.7079
H -2.9751 6.3685 3.0625
H -4.2405 -1.3215 -1.4135
H -3.2561 -1.7875 2.7309
H -2.7069 0.6006 -1.5721
C -3.8428 -1.6736 0.6649
C -1.2250 3.6832 -3.1696
O 1.3872 -0.4329 -1.9116
N 4.3008 0.0320 -1.8101
C 4.3949 -2.8645 -2.7107
C -3.4208 4.4236 2.2844
H -1.7510 0.1545 2.5946
H 2.9165 -2.0541 0.1345
C 0.9039 0.4887 -1.3341
S 3.5977 0.3451 0.7480
C -0.2788 -2.5160 4.7207
H 1.4705 -3.4162 -1.0822
C -2.5760 5.4797 2.5915
H 5.3187 -2.3095 -2.6106
Cl -0.6754 -2.8657 6.3680
C 0.3848 -1.9175 2.0461
H 2.9833 -5.2573 -4.6501
C 0.0560 1.5275 -2.0151
C 0.2549 -1.2646 4.3785
H 0.3514 4.1801 1.4941
C -2.9173 3.2784 1.6835
C -1.3822 3.4398 -1.8094
C 2.1117 -4.4412 -2.8645
C 4.2412 -3.7741 -3.7495
H -0.5594 6.2178 2.5596
*
```

Results of the natural (NBO) charge analysis, in e, for atoms 1 through 6: 0.231 -0.820 -0.194 -0.311 1.116 0.224

2.
Formula: C2H10N2
Source: OMol25
Level of theory: the ωB97M-V functional and the def2-TZVPD basis

Summary:
HOMO (alpha / beta), eV: -13.8133 / -12.8354
Energy above the lowest of the compared OMol25 structures with the same formula, charge and spin, kJ/mol: 155.1
Largest force on an atom, eV/Å: 4.6
Energy, a.u.: -191.30919

The geometry in ORCA input format:
```
! RIJCOSX wB97M-V def2-TZVPD def2/J DEFGRID3
* xyz 1 2
H -1.1688 0.6919 0.2696
H -0.0541 -1.0541 -1.9742
C -0.4229 1.4459 -1.3565
N -0.4527 0.3511 -0.3935
H -0.4692 2.4439 -0.9547
H 2.1604 -1.4435 2.7468
H -1.5282 -0.9888 -1.7720
C -0.7267 -0.9253 -1.1156
H -1.2995 1.3732 -2.0758
H 1.2397 -0.4927 1.7678
H 0.4677 1.4117 -1.9819
H -0.9410 -1.6623 -0.4794
H 0.9413 -0.6269 3.4222
N 1.5311 -0.7477 2.6599
*
```

Results of the natural (NBO) charge analysis, in e, for atoms 1 through 6: 0.420 0.265 -0.492 -0.163 0.254 0.376

3.
Formula: C20H23ClN4S
Source: OMol25
Level of theory: the ωB97M-V functional and the def2-TZVPD basis

Summary:
HOMO, eV: -7.6059
Energy above the lowest of the compared OMol25 structures with the same formula, charge and spin, kJ/mol: 268.5
Structure (SMILES): CCN(CC)CCNc1nc(/C=C/c2cccs2)nc2ccc(Cl)cc12
Largest force on an atom, eV/Å: 6.3
Energy, a.u.: -1853.18035

The geometry in ORCA input format:
```
! RIJCOSX wB97M-V def2-TZVPD def2/J DEFGRID3
* xyz 0 1
N -0.7629 1.0107 0.8173
H 4.6717 1.6928 -1.8132
H 4.8502 2.7870 -3.2223
N 2.7450 0.0648 -2.4807
C -3.9425 -1.6089 -1.7592
H 1.6336 -0.4688 -4.1213
C 2.6647 -2.1327 -3.6321
C -1.8636 -0.2413 4.0009
C -1.6243 1.3106 7.6945
C -2.3050 0.0046 7.6843
H -4.5284 -1.6196 0.2180
C -1.9166 -0.5925 -2.2721
H 1.1046 -1.3714 -2.6533
H 2.3351 2.1166 -3.0926
C -3.0369 -1.2667 -2.7467
C -2.5056 -0.6234 6.4500
N 0.2205 1.0193 -1.3667
N -2.7331 -0.3164 1.2558
H -2.3118 -1.2305 3.7081
H 1.5014 1.5053 0.3645
S -1.3400 1.7972 6.0278
C 2.4419 0.3514 -1.0407
C -1.7344 0.5221 1.6732
C -0.7854 0.5738 -0.4760
C 3.1875 1.2683 -3.2836
H 3.2139 0.8708 -4.3255
H 5.4254 1.1805 -3.3112
H 3.7226 -2.0828 -3.9117
C -1.4058 0.6253 3.0111
H -4.7992 -2.2438 -2.1142
C 4.5702 1.7407 -2.9200
H -1.3892 1.8283 8.6466
H 2.7355 -2.8446 -2.8437
H -2.6292 -0.4811 8.5969
C 1.9123 -0.8939 -3.1818
H 2.1015 -0.6643 -0.6781
H 1.7942 2.4114 -1.1504
C 1.4778 1.4743 -0.7461
C -1.8112 -0.2006 -0.9059
H 2.1118 -2.6184 -4.3984
C -3.8895 -1.2438 -0.4402
C -1.9951 0.1956 5.4250
H 3.3486 0.5507 -0.4366
H -1.2750 -0.2415 -3.0723
Cl -3.0243 -1.7587 -4.4340
H 0.2802 0.4743 -2.2082
C -2.8145 -0.5352 0.0056
H -0.7562 1.5408 3.2496
H -2.8706 -1.6360 6.2096
*
```

Results of the natural (NBO) charge analysis, in e, for atoms 1 through 6: -0.513 0.208 0.218 -0.480 -0.193 0.188

4.
Formula: C30H40MnN4OP
Source: OMol25
Level of theory: the ωB97M-V functional and the def2-TZVPD basis

Summary:
HOMO (alpha / beta), eV: -16.4060 / -16.6239
Largest force on an atom, eV/Å: 0.7
Energy, a.u.: -2952.95892

The geometry in ORCA input format:
```
! RIJCOSX wB97M-V def2-TZVPD def2/J DEFGRID3
* xyz 3 6
C 2.9140 0.0912 0.4219
C -2.9187 1.8358 -0.8086
N -0.4656 2.1646 -0.8871
C -1.9010 3.1652 -2.7013
H 3.7014 -0.0227 -3.5038
C 1.7064 -1.6477 3.5941
C -0.7615 1.8063 3.6190
H 2.9449 -2.7373 4.9611
C -1.7872 2.7737 -1.2275
C 4.0750 1.2453 -1.1139
H 2.2320 1.4977 -2.2285
C -0.9627 -3.6121 -0.1210
C -2.9786 -2.8710 0.9621
H 0.8101 -1.8362 4.1689
H -2.8636 -4.5832 -0.3314
C 1.6319 -0.8920 2.4281
H -2.1273 -1.1751 -2.1077
H 4.9437 -0.9179 1.6606
C -1.9399 1.5557 5.6935
C -2.0144 0.1818 5.4947
H -4.1689 1.5145 -3.3004
H -0.2177 1.9952 -4.4811
C -1.4572 -0.3880 4.3632
N -0.8777 1.3335 -4.0635
C 3.0355 -0.4445 -2.7442
C 2.8159 -0.6277 1.7106
C -0.2580 -2.5766 0.4904
H -2.5035 -0.4452 6.2274
H -0.3631 2.2669 0.1253
H -2.7557 3.8415 -2.7792
H -0.4263 0.9062 -3.2503
H 1.4478 -0.0939 -4.1878
C 4.0302 -1.1216 2.1976
C -2.2873 -1.8293 1.5671
H -2.5180 2.4566 -4.6330
O 4.1000 0.6092 0.1837
H -1.0446 0.5959 -4.7537
H -2.3716 1.9930 6.5833
H -2.8142 -1.1472 2.2224
H 4.9843 0.9648 -1.6402
H 0.2892 2.7442 -1.2518
H -0.4381 -4.3181 -0.7512
C 1.7424 -0.8452 -3.4499
H 4.0612 2.3219 -0.9484
H 0.8241 -2.5276 0.3680
C -0.8281 0.4254 3.4164
H -2.7781 1.5162 0.2294
H -1.8875 3.7027 -0.6615
C 4.0782 -1.8805 3.3555
N -2.0346 -0.4061 -1.4435
C -3.1980 1.0261 -3.1856
H -1.5187 -1.4606 4.2240
H 0.9111 -1.0042 -2.7375
H 5.0282 -2.2552 3.7100
P 0.0114 -0.2182 1.9706
C -1.3133 2.3684 4.7591
Mn 0.0067 -0.1142 -0.5172
C 3.7226 -1.6538 -2.1174
C -0.9112 -1.6803 1.3524
C -2.1758 2.0365 -3.6868
H 4.6417 -1.3853 -1.5962
C -3.0956 0.6197 -1.7160
H -3.2470 0.1528 -3.8424
H -4.0339 -2.9996 1.1642
H -4.0525 0.1523 -1.4708
H -3.8525 2.4017 -0.8158
H 3.0665 -2.1654 -1.4091
H -2.3331 -0.8557 -0.5696
C 2.7937 0.6946 -1.7384
H -1.0431 3.7650 -3.0207
H -0.2586 2.4438 2.8998
H 1.8527 -1.7876 -3.9844
H -1.2516 3.4355 4.9214
N 2.0458 0.2082 -0.5493
C 2.9150 -2.1492 4.0542
H 3.9931 -2.3721 -2.8890
C -2.3216 -3.7612 0.1164
*
```

Results of the Löwdin charge analysis, in e, for atoms 1 through 6: -0.305 -0.090 0.023 -0.080 0.156 -0.043

5.
Formula: C3H11N2OPS
Source: OMol25
Level of theory: the ωB97M-V functional and the def2-TZVPD basis

Summary:
HOMO (alpha / beta), eV: -8.1422 / -8.1187
Energy above the lowest of the compared OMol25 structures with the same formula, charge and spin, kJ/mol: 425.9
Largest force on an atom, eV/Å: 4.5
Energy, a.u.: -1045.06845

The geometry in ORCA input format:
```
! RIJCOSX wB97M-V def2-TZVPD def2/J DEFGRID3
* xyz 0 1
H -0.5326 1.2628 -2.9885
H 2.1093 1.4162 -2.0363
H 1.9336 -0.6098 1.2933
O 1.6454 0.8437 -1.3819
C -0.1773 2.0162 -2.4230
H 1.0670 -0.5145 2.8850
H -0.9569 2.6140 -2.1978
H -2.5283 -2.6541 0.8092
C 1.1549 -1.0539 1.8248
H 0.6116 2.1499 -0.1793
H -0.0995 0.6474 -0.5650
P -0.4353 -0.9949 0.9555
H -1.8908 -0.9426 2.7805
H 1.4418 -2.0993 2.0329
N -2.6412 -2.2352 1.7070
N -1.5982 -1.5519 2.0772
C 0.4322 1.4176 -1.1370
S -0.1808 -2.2227 -0.5509
H 0.6452 2.5110 -2.9058
*
```

Results of the natural (NBO) charge analysis, in e, for atoms 1 through 6: 0.214 0.459 0.261 -0.714 -0.619 0.224

6.
Formula: C14H27LiNO3S2
Source: OMol25
Level of theory: the ωB97M-V functional and the def2-TZVPD basis

Summary:
HOMO, eV: -11.9180
Largest force on an atom, eV/Å: 8.6
Energy, a.u.: -1633.48453

The geometry in ORCA input format:
```
! RIJCOSX wB97M-V def2-TZVPD def2/J DEFGRID3
* xyz 1 1
H 2.7628 -0.7294 -3.3641
C -4.6163 0.8039 -1.4350
H -5.8005 0.9123 -1.3731
H 0.8181 -0.3973 3.6461
H -4.3259 2.9906 -2.0020
C 4.6553 1.0299 1.4800
O 4.0687 0.4003 -2.0839
H -2.8181 2.3361 -1.0827
C 5.2044 1.5585 0.0275
H 1.2553 -1.5311 2.1294
H 1.6906 -3.2041 -2.1487
H 4.3672 1.9880 2.1171
C 1.1200 -2.1947 -1.9599
C -0.3062 -2.4512 -1.1267
H 2.9798 -1.6217 -0.7243
H -0.1820 -2.1760 0.0165
C 2.0601 -1.0491 -1.2187
H -5.8517 -1.0718 0.3549
C -3.9855 2.2749 -1.1086
H 5.5703 0.5347 2.0451
C 3.0228 -0.1534 2.8030
H 3.0776 0.8281 3.4538
C -4.7636 -0.6607 0.6204
S -1.6589 -1.3788 -1.9427
H 1.4739 -0.4611 -0.3777
H -4.4316 2.7947 -0.1314
O 3.2994 2.6444 -1.2749
H 0.9878 0.4173 1.9472
O 3.5088 0.1084 1.4133
H -0.5909 -3.6101 -1.1434
H 1.9450 0.8302 -2.5774
C 2.7002 -0.0550 -2.3810
H 3.5766 -1.0577 3.3053
H 5.6221 2.6636 0.1908
N -4.0565 -0.3546 -0.6676
Li -2.1517 -3.3267 0.1983
H -5.5190 1.5115 1.2552
H 0.7830 -1.7902 -3.0268
C -2.5578 -0.3897 -0.5816
H -4.3974 0.5930 -2.5893
H 6.1258 0.9023 -0.2806
C 1.3909 -0.4727 2.6254
C 4.0880 1.5595 -1.1767
S -1.5661 0.3315 0.5943
C -4.9076 0.5779 1.6793
H -3.9092 0.9430 2.1683
H -5.5785 0.1721 2.5795
H -4.1796 -1.5697 1.1280
*
```

Results of the natural (NBO) charge analysis, in e, for atoms 1 through 6: 0.200 -0.246 0.245 0.227 0.238 -0.063

7.
Formula: CH8NSi
Source: OMol25
Level of theory: the ωB97M-V functional and the def2-TZVPD basis

Summary:
HOMO, eV: -16.1717
Energy above the lowest of the compared OMol25 structures with the same formula, charge and spin, kJ/mol: 133.8
Structure (SMILES): [NH3+]C[SiH3]
Largest force on an atom, eV/Å: 5.0
Energy, a.u.: -386.82315

The geometry in ORCA input format:
```
! RIJCOSX wB97M-V def2-TZVPD def2/J DEFGRID3
* xyz 1 1
H 2.8103 0.3663 -0.6144
H -0.9201 -0.5509 1.1253
H -2.3334 -0.0547 0.1680
H 1.4035 -0.1647 1.4645
H -0.4845 1.6309 0.2254
H 1.2690 -1.4678 -0.4529
H -0.5649 0.9551 -1.4287
Si 1.5497 -0.0945 -0.0128
C -0.3094 0.6543 -0.2816
H -1.0445 -1.1529 -0.3871
N -1.2806 -0.3090 0.2566
*
```

Results of the natural (NBO) charge analysis, in e, for atoms 1 through 6: -0.063 0.439 0.474 -0.151 0.249 -0.169

8.
Formula: Cl2S
Source: OMol25
Level of theory: the ωB97M-V functional and the def2-TZVPD basis

Summary:
HOMO, eV: -10.0411
Energy above the lowest of the compared OMol25 structures with the same formula, charge and spin, kJ/mol: 130.1
Structure (SMILES): ClSCl
Largest force on an atom, eV/Å: 3.6
Energy, a.u.: -1318.50366

The geometry in ORCA input format:
```
! RIJCOSX wB97M-V def2-TZVPD def2/J DEFGRID3
* xyz 0 1
S -0.3937 -0.9863 -0.0001
Cl 1.8160 0.3577 0.0000
Cl -1.4222 0.6285 0.0000
*
```

Calculated atomic charges, method natural (NBO), unit e: 0.316 -0.272 -0.044